(1)
{
  "formula": "C23H25ClIN2O8P2",
  "method": "the ωB97M-V functional and the def2-TZVPD basis",
  "species": ["C", "C", "C", "C", "I", "N", "P", "O", "O", "O", "C", "C", "P", "O", "O", "O", "N", "C", "C", "C", "Cl", "H", "H", "H", "H", "H", "H", "H", "H", "H", "H", "H", "H", "H", "H", "H", "H", "H", "C", "C", "C", "C", "C", "C", "C", "O", "C", "C", "C", "C", "C", "C", "C", "O", "H", "H", "H", "H", "H", "H", "H", "H"],
  "xyz": [[2.8208, 3.5793, 2.3541], [2.8864, 2.4283, 1.3177], [2.8611, 1.0767, 1.9481], [3.8947, 0.3644, 2.4092], [5.8396, 1.0004, 2.4415], [3.3970, -0.8464, 2.8991], [4.4946, -2.0376, 3.5675], [5.0759, -1.5467, 4.7948], [5.5016, -2.2749, 2.3767], [3.6149, -3.3370, 3.7026], [2.0506, -0.8394, 2.7482], [1.1451, -1.9774, 3.0914], [0.9399, -3.1300, 1.6889], [-0.4632, -3.4200, 1.4016], [1.8044, -4.4474, 2.0171], [1.7877, -2.4238, 0.5430], [1.7100, 0.3316, 2.1935], [0.3773, 0.8845, 1.8302], [-0.7662, 0.6969, 2.8336], [-1.8146, -0.3339, 2.4100], [-2.6481, -1.0077, 3.8169], [3.6670, 4.2516, 2.2372], [2.8400, 3.1872, 3.3719], [1.8982, 4.1480, 2.2448], [3.7777, 2.4971, 0.6955], [2.0320, 2.5071, 0.6464], [5.1546, -2.7090, 1.5868], [3.4813, -3.8814, 2.9104], [1.6042, -2.5459, 3.8958], [0.1617, -1.6727, 3.4344], [1.4909, -4.8844, 2.8247], [1.8588, -2.9859, -0.2453], [0.1131, 0.5277, 0.8297], [0.5543, 1.9512, 1.7389], [-1.2798, 1.6538, 2.9280], [-0.3689, 0.4567, 3.8214], [-1.3924, -1.1603, 1.8494], [-2.5536, 0.1237, 1.7526], [-3.5976, -1.8351, -1.0213], [-2.2320, -2.0491, -1.1872], [-1.5180, -1.2912, -2.0990], [-2.1616, -0.3217, -2.8577], [-3.5336, -0.1237, -2.7080], [-4.2473, -0.8783, -1.7831], [-4.2599, 0.8847, -3.5378], [-5.4486, 1.0637, -3.3972], [-3.4681, 1.6543, -4.5396], [-4.1258, 2.5624, -5.3589], [-3.4100, 3.2980, -6.2884], [-2.0336, 3.1358, -6.3991], [-1.3721, 2.2307, -5.5868], [-2.0860, 1.4821, -4.6591], [-1.3590, 0.4974, -3.8135], [-0.1547, 0.3604, -3.8856], [-4.1528, -2.4206, -0.3000], [-1.7228, -2.7993, -0.5956], [-0.4547, -1.4378, -2.2375], [-5.3091, -0.7052, -1.6737], [-5.1957, 2.6810, -5.2599], [-3.9247, 4.0008, -6.9295], [-1.4777, 3.7152, -7.1239], [-0.3031, 2.0910, -5.6656]],
  "forces_ev_per_a": [[-0.01, -0.23, 0.00], [-0.44, 0.12, 0.13], [-0.33, 0.44, -0.26], [0.45, -0.37, 0.14], [0.18, 0.07, 0.05], [-0.19, -0.01, -0.18], [0.34, -0.30, 0.32], [-0.09, 0.03, -0.15], [-0.22, -0.09, 0.08], [0.23, 0.22, 0.01], [-0.05, 0.35, 0.17], [0.55, 0.08, -0.20], [-1.20, -0.08, 0.00], [0.22, 0.09, 0.02], [0.39, 0.35, 0.18], [0.33, -0.48, 0.11], [-0.21, -0.14, 0.08], [-0.16, 0.05, -0.11], [-0.03, -0.16, 0.03], [0.17, 0.16, -0.41], [-0.09, -0.07, 0.13], [-0.06, 0.06, 0.02], [0.08, 0.06, -0.01], [0.07, 0.08, -0.02], [0.01, -0.03, 0.08], [0.21, 0.01, -0.21], [0.10, 0.05, -0.09], [-0.10, -0.05, 0.00], [-0.11, 0.07, 0.12], [-0.10, 0.16, -0.16], [-0.16, -0.28, -0.25], [-0.04, 0.22, -0.13], [0.03, -0.12, 0.10], [0.02, -0.08, -0.01], [0.13, 0.02, 0.15], [-0.01, 0.04, 0.00], [0.12, -0.24, 0.02], [-0.05, -0.01, 0.13], [0.00, 0.03, -0.02], [0.06, 0.00, 0.07], [0.03, -0.03, 0.11], [-0.02, 0.04, -0.04], [0.02, 0.02, -0.03], [0.00, -0.04, 0.07], [0.00, 0.00, 0.00], [-0.02, 0.01, 0.00], [0.03, -0.04, 0.03], [0.00, 0.06, -0.05], [0.01, 0.00, 0.00], [-0.01, 0.00, 0.01], [0.00, 0.05, -0.06], [-0.02, -0.04, 0.03], [0.00, 0.01, 0.00], [0.02, 0.02, 0.02], [0.00, -0.02, -0.01], [-0.06, -0.02, 0.02], [0.00, 0.02, -0.05], [-0.01, 0.03, -0.05], [-0.01, -0.02, 0.04], [0.00, 0.01, 0.00], [0.00, 0.00, -0.01], [0.01, -0.04, 0.02]],
  "lowdin_charge": [-0.063, -0.194, -0.263, -0.678, 1.133, -0.026, 0.383, -0.195, -0.111, -0.094, -0.228, -0.076, 0.457, -0.239, -0.124, -0.094, 0.077, -0.066, -0.225, -0.616, 0.613, 0.078, 0.082, 0.076, 0.098, 0.107, 0.108, 0.073, 0.102, 0.079, 0.117, 0.116, 0.148, 0.110, 0.121, 0.104, 0.031, 0.084, -0.051, -0.067, -0.014, -0.086, -0.079, 0.005, -0.277, 0.118, -0.082, 0.004, -0.047, -0.050, -0.001, -0.087, -0.281, 0.095, 0.113, 0.081, 0.111, 0.124, 0.123, 0.112, 0.110, 0.120],
  "gap_ev": 8.509,
  "lumo_energy_ev": -3.046,
  "total_charge": 1,
  "fmax_ev_per_a": 1.206,
  "total_energy_ev": -82817.925,
  "homo_ha": -0.42463
}

(2)
{
  "formula": "C12H30N2O4Rb",
  "method": "the ωB97M-V functional and the def2-TZVPD basis",
  "species": ["Rb", "C", "O", "C", "C", "N", "C", "C", "O", "C", "H", "H", "H", "H", "H", "H", "H", "H", "H", "H", "H", "H", "H", "H", "H", "C", "O", "C", "C", "N", "C", "C", "O", "C", "H", "H", "H", "H", "H", "H", "H", "H", "H", "H", "H", "H", "H", "H", "H"],
  "xyz": [[-0.3475, -0.2781, -1.5653], [0.9024, 2.9522, -2.4119], [1.3204, 2.4379, -1.1555], [2.6690, 2.1668, -0.9471], [2.6905, 0.8217, -0.1835], [2.0945, -0.3254, -0.9085], [1.9216, -1.4741, -0.0331], [1.5560, -2.7873, -0.7616], [0.3608, -2.7064, -1.5739], [0.3335, -3.4323, -2.7696], [-0.1311, 3.2552, -2.2440], [1.0543, 2.3188, -3.2859], [1.4609, 3.8675, -2.6081], [3.1007, 2.9867, -0.3731], [3.2018, 2.0471, -1.8905], [2.1228, 0.9730, 0.7345], [3.6937, 0.5892, 0.1737], [2.6654, -0.3972, -1.7386], [1.1865, -1.3867, 0.7669], [2.8224, -1.7239, 0.5275], [1.3935, -3.5757, -0.0266], [2.3646, -3.0970, -1.4236], [-0.6963, -3.7205, -2.9806], [0.7920, -4.4156, -2.6645], [0.6875, -2.7878, -3.5742], [-1.6820, 2.4800, 4.8254], [-1.4627, 2.2771, 3.4647], [-0.5598, 1.2795, 3.1395], [-0.1526, 1.3318, 1.6251], [-1.2487, 0.9174, 0.7599], [-1.2372, -0.5514, 0.6927], [-2.3341, -1.1433, -0.0702], [-2.1500, -1.0944, -1.4595], [-3.2652, -1.5852, -2.1914], [-2.1040, 3.4589, 5.0530], [-0.7629, 2.3483, 5.3964], [-2.3307, 1.6929, 5.2098], [-0.9550, 0.2822, 3.3328], [0.3406, 1.3319, 3.7516], [0.6648, 0.6533, 1.3810], [0.2071, 2.3589, 1.5628], [-2.1124, 1.1922, 1.2057], [-1.3399, -0.8367, 1.7396], [-0.2889, -0.7949, 0.2137], [-3.2480, -0.6111, 0.1936], [-2.5278, -2.1454, 0.3122], [-3.2950, -2.6662, -2.0549], [-3.1859, -1.3987, -3.2624], [-4.1901, -1.0853, -1.9038]],
  "forces_ev_per_a": [[8.03, 6.94, -6.52], [0.47, 1.17, 0.85], [-1.33, -0.29, -0.50], [-0.11, -1.39, -0.02], [0.18, 0.42, 0.67], [1.31, 1.64, 1.19], [0.71, -1.74, -0.76], [-0.05, -0.12, -0.85], [0.32, 0.08, 1.49], [-0.55, -0.56, -0.05], [-0.06, -0.27, -0.40], [-0.12, -0.54, 0.15], [0.03, 0.21, -0.20], [0.38, -0.18, 0.12], [0.20, 0.15, -0.22], [0.20, 0.07, -0.26], [0.40, -0.01, -0.17], [0.10, -1.19, -0.04], [0.02, 0.84, -0.22], [0.42, -0.06, 0.01], [0.16, 0.01, 0.16], [0.25, 0.03, 0.05], [-0.26, 0.43, 0.01], [0.74, 0.22, -0.26], [0.40, -0.49, -0.31], [0.10, -0.85, 1.02], [-0.17, 0.92, -1.34], [1.02, -1.28, -0.63], [-0.56, 0.42, 1.95], [-0.09, 0.45, -0.70], [0.57, 1.15, 2.50], [-2.50, -0.65, 0.67], [-8.50, -3.57, -0.38], [-0.51, -0.51, 0.05], [0.01, -0.08, -0.45], [0.34, 0.30, 0.00], [-0.42, 0.03, 0.11], [-0.43, -0.26, 0.33], [0.27, 0.27, 0.13], [-0.14, 0.23, 0.72], [-0.23, 0.09, -1.08], [-0.29, 0.29, -0.14], [0.35, -1.10, -0.13], [-0.75, -0.95, 3.44], [-0.28, 0.28, -0.09], [0.28, -0.46, -0.41], [-0.48, -0.06, 0.07], [0.67, 0.20, 0.07], [-0.10, -0.21, 0.36]],
  "lowdin_charge": [1.508, -0.089, -0.238, -0.190, -0.179, -0.191, -0.232, -0.157, -0.356, -0.090, 0.100, 0.087, 0.094, 0.135, 0.127, 0.086, 0.126, 0.126, 0.101, 0.132, 0.136, 0.129, 0.094, 0.104, 0.101, -0.099, -0.166, -0.224, -0.169, -0.077, -0.358, -0.257, -0.598, -0.055, 0.098, 0.087, 0.090, 0.112, 0.126, 0.076, 0.131, 0.118, 0.137, -0.039, 0.144, 0.149, 0.105, 0.101, 0.104],
  "gap_ev": 9.647,
  "lumo_energy_ev": -2.381,
  "total_charge": 1,
  "de_lowest_kcal_mol": 136.2,
  "fmax_ev_per_a": 12.461,
  "total_energy_ev": -24743.619,
  "homo_ha": -0.44202
}

(3)
{
  "formula": "C38H27Cl3CoGeN8O2",
  "method": "the ωB97M-V functional and the def2-TZVPD basis",
  "species": ["Co", "C", "C", "C", "C", "C", "N", "C", "N", "C", "C", "C", "C", "C", "C", "C", "C", "N", "C", "N", "C", "N", "C", "N", "C", "N", "C", "C", "C", "C", "C", "C", "C", "C", "C", "C", "C", "C", "N", "C", "C", "H", "H", "H", "H", "H", "H", "H", "H", "H", "H", "H", "H", "H", "H", "H", "H", "C", "Ge", "C", "C", "C", "H", "H", "H", "H", "H", "H", "H", "H", "H", "H", "H", "Cl", "C", "Cl", "Cl", "C", "O", "O"],
  "xyz": [[0.1265, -0.0086, -0.3541], [6.4630, 0.8294, -1.0223], [6.3607, -0.2451, -1.9192], [5.1834, -0.9618, -2.0475], [4.1089, -0.5751, -1.2584], [2.7218, -1.0289, -1.1930], [2.0356, -0.2554, -0.3124], [2.8877, 0.6428, 0.2312], [2.6348, 1.4697, 1.2306], [1.3959, 1.7576, 1.5636], [1.0504, 2.6474, 2.6796], [1.7954, 3.1713, 3.7240], [1.1287, 3.9515, 4.6579], [-0.2396, 4.2220, 4.5289], [-0.9738, 3.7083, 3.4697], [-0.3074, 2.9025, 2.5608], [-0.7657, 2.1397, 1.3941], [-1.9897, 2.2275, 0.9148], [-2.3865, 1.4404, -0.0673], [-1.7676, 0.3324, -0.5357], [-2.5525, -0.2378, -1.4867], [-2.3595, -1.3920, -2.0984], [-1.1839, -1.9892, -2.0603], [-0.0047, -1.4368, -1.6827], [0.9827, -2.3359, -1.9011], [2.2797, -2.1090, -1.8104], [0.4097, -3.5816, -2.4113], [0.9653, -4.8227, -2.6915], [0.1084, -5.8317, -3.0971], [-1.2703, -5.6037, -3.2251], [-1.8193, -4.3643, -2.9398], [-0.9560, -3.3596, -2.5228], [-3.7663, 0.5577, -1.6524], [-4.8523, 0.4417, -2.5108], [-5.8389, 1.4089, -2.4279], [-5.7412, 2.4694, -1.5131], [-4.6499, 2.5867, -0.6693], [-3.6649, 1.6118, -0.7564], [0.2695, 1.4452, 0.8811], [4.2125, 0.4826, -0.3660], [5.3897, 1.2056, -0.2320], [7.3937, 1.3795, -0.9608], [7.2151, -0.5047, -2.5318], [5.0918, -1.7868, -2.7422], [2.8558, 2.9690, 3.8015], [1.6704, 4.3559, 5.5038], [-0.7294, 4.8406, 5.2707], [-2.0289, 3.9200, 3.3518], [2.0293, -4.9891, -2.5837], [0.5036, -6.8173, -3.3096], [-1.9132, -6.4152, -3.5433], [-2.8824, -4.1783, -3.0213], [-4.9111, -0.3725, -3.2213], [-6.6977, 1.3559, -3.0855], [-6.5293, 3.2113, -1.4775], [-4.5497, 3.4104, 0.0254], [5.4460, 2.0443, 0.4495], [-1.6755, -3.1271, 3.0447], [-1.0065, -1.2954, 2.8501], [-2.5605, -0.1290, 3.0445], [0.2735, -0.9361, 4.2870], [-0.0651, -1.2966, 1.1683], [-2.1199, -3.2962, 4.0286], [-0.8690, -3.8472, 2.8958], [-2.4391, -3.3069, 2.2846], [-3.2304, -0.5509, 3.7967], [-3.1041, -0.0477, 2.1025], [-2.2734, 0.8757, 3.3573], [-0.1432, -1.1689, 5.2696], [0.5619, 0.1183, 4.2765], [1.1710, -1.5395, 4.1370], [-0.7509, -1.7450, 0.4559], [0.8327, -1.9127, 1.2421], [3.1993, 3.4217, -3.4608], [1.6637, 2.5314, -3.5414], [1.9561, 0.9882, -4.3691], [0.4812, 3.4859, -4.4882], [1.0513, 2.3357, -2.0919], [1.2155, 3.2628, -1.3158], [0.4476, 1.2431, -1.9708]],
  "forces_ev_per_a": [[0.78, 0.93, 0.53], [-0.05, -0.04, -0.01], [0.00, 0.04, 0.05], [0.03, -0.05, 0.02], [-0.13, -0.15, -0.11], [0.19, -0.36, 0.11], [-0.17, 0.48, -0.58], [0.27, -0.12, 0.34], [-0.07, 0.01, -0.13], [0.07, 0.32, 0.16], [0.22, -0.21, -0.16], [0.02, 0.08, 0.03], [-0.01, -0.03, -0.06], [0.01, -0.03, -0.05], [-0.01, 0.06, 0.06], [-0.22, -0.09, -0.20], [-0.09, 0.34, 0.11], [0.11, -0.01, -0.09], [-0.29, 0.07, 0.13], [0.32, 0.20, -0.35], [-0.32, -0.23, 0.07], [0.05, 0.10, 0.08], [-0.05, -0.13, -0.31], [-0.18, -0.38, 0.73], [0.09, -0.09, -0.36], [0.00, 0.16, 0.08], [0.28, 0.16, 0.15], [0.03, -0.04, -0.10], [-0.02, 0.03, 0.00], [0.02, 0.06, 0.01], [0.00, -0.05, -0.05], [-0.24, 0.26, 0.06], [0.11, -0.20, -0.13], [-0.05, -0.02, 0.01], [0.02, 0.02, 0.04], [0.04, -0.04, -0.01], [-0.04, 0.01, -0.01], [0.18, 0.12, 0.22], [0.02, -0.45, 0.13], [-0.14, 0.18, 0.17], [0.04, -0.02, 0.01], [0.00, -0.01, 0.00], [0.01, 0.00, 0.01], [-0.01, 0.03, -0.01], [-0.02, -0.01, 0.02], [0.01, 0.03, -0.02], [0.01, 0.00, 0.00], [0.00, -0.03, 0.02], [-0.01, 0.01, 0.00], [0.00, 0.00, -0.02], [0.00, 0.00, 0.00], [0.01, -0.01, 0.00], [0.00, 0.00, 0.02], [-0.01, 0.00, 0.01], [0.00, 0.00, -0.01], [-0.01, -0.01, 0.01], [0.01, -0.01, -0.01], [-0.06, -0.13, 0.05], [0.27, 0.17, 0.14], [-0.07, 0.11, -0.03], [-0.02, 0.08, 0.14], [-0.60, 0.24, -1.40], [0.01, 0.01, -0.02], [-0.03, 0.00, 0.00], [0.02, -0.04, 0.02], [0.02, 0.00, 0.00], [-0.04, -0.01, 0.05], [-0.04, -0.04, -0.01], [0.02, 0.02, -0.02], [0.02, -0.04, 0.01], [0.00, 0.02, 0.02], [-0.25, -1.12, 0.49], [0.02, 0.02, -0.01], [-0.09, -0.03, 0.00], [0.05, 0.04, -0.13], [-0.01, 0.05, 0.03], [0.08, -0.07, 0.05], [0.03, 0.15, 0.20], [0.03, -0.07, -0.02], [-0.17, -0.23, -0.18]],
  "lowdin_charge": [0.445, -0.086, -0.087, -0.015, -0.103, -0.254, 0.106, -0.244, 0.234, -0.250, -0.102, -0.016, -0.088, -0.088, -0.018, -0.104, -0.267, 0.224, -0.261, 0.115, -0.243, 0.218, -0.262, 0.101, -0.257, 0.222, -0.098, -0.018, -0.092, -0.092, -0.018, -0.098, -0.099, -0.017, -0.091, -0.090, -0.014, -0.098, 0.112, -0.097, -0.012, 0.095, 0.095, 0.111, 0.111, 0.094, 0.094, 0.112, 0.110, 0.094, 0.094, 0.109, 0.110, 0.094, 0.094, 0.111, 0.113, -0.233, 0.746, -0.207, -0.217, -0.253, 0.010, 0.014, 0.016, 0.016, 0.010, 0.003, 0.011, 0.002, 0.016, -0.013, 0.022, 0.563, -1.482, 0.575, 0.559, -0.805, 0.006, -0.098],
  "gap_ev": [4.879, 4.897],
  "lumo_energy_ev": [1.106, 1.117],
  "total_charge": -1,
  "fmax_ev_per_a": 1.545,
  "total_energy_ev": -187576.276,
  "homo_ha": [-0.13864, -0.13888]
}